C33H42B4N8O4 | ωB97M-V/def2-TZVPD

Structure (ORCA input):
```
! wB97M-V def2-TZVPD RIJCOSX def2/J DEFGRID3
* xyz 0 1
O 2.9116 4.5716 5.7815
O 0.4266 3.3739 4.2083
O 1.5913 4.1131 2.3172
O 1.5341 1.8039 2.8422
N 3.1330 -1.5462 0.3610
N -2.2747 -0.5741 2.9366
N -3.6275 0.0190 -2.0174
N 2.6645 6.6325 4.4727
N -8.0091 -1.0283 6.1916
N -0.9675 3.5096 -1.0664
N 5.7370 -1.5935 -6.4112
N 1.0695 0.6584 -3.2443
C 2.3635 0.5008 -2.9758
C 6.8745 -2.2326 -6.6758
C 1.2539 2.4013 0.3697
C 2.6869 -0.9687 -4.8235
C 5.5371 -0.1536 0.1433
C -8.9889 -1.8333 6.5942
C -3.5274 -0.7714 -4.2748
C 5.2167 -0.8471 -7.3828
C 0.5784 0.0066 -4.2962
C -2.5640 -1.8703 2.8649
C -4.9288 -1.8728 -2.6929
C 4.5648 0.2488 1.0445
C 7.5327 -2.1542 -7.8941
C 3.3840 -0.4780 1.1170
C -3.1579 0.0978 -3.2585
C -0.0182 1.5440 0.1583
C -3.1241 -1.9858 5.1793
C -7.8192 -3.7939 5.9133
C -6.9343 -1.5969 5.6503
C -2.9931 -2.6181 3.9527
C -8.9435 -3.2154 6.4797
C -4.4329 -1.7791 -3.9834
C 5.2885 -1.2650 -0.6468
C -1.2716 2.3337 -0.2338
C 4.0751 -1.9220 -0.4998
C -2.8233 -0.6360 5.2692
C 6.9802 -1.3710 -8.8949
C 1.3400 -0.8147 -5.1139
C -2.4059 0.0191 4.1200
C -4.4967 -0.9514 -1.7495
C 5.7951 -0.7022 -8.6349
C 3.2103 -0.2972 -3.7319
C -6.7916 -2.9676 5.4877
B 2.3323 5.2474 4.7084
B 1.3739 4.2599 3.6739
B 0.8309 2.0655 3.9919
B 1.4670 2.8093 1.8517
H -2.4489 0.8984 -3.4448
H 2.2631 4.2368 6.4113
H -9.8543 -1.3467 7.0305
H 4.2899 -0.3360 -7.1437
H -1.8234 4.0191 -1.2482
H -5.8947 -3.3715 5.0378
H 7.4637 -1.2845 -9.8593
H 3.3230 -1.6003 -5.4304
H 7.2792 -2.8363 -5.8709
H -1.9613 1.6587 -0.7480
H -2.4443 -2.3305 1.8900
H 5.3240 -0.0808 -9.3840
H -0.4790 0.1464 -4.4923
H -4.7466 -2.4782 -4.7480
H -1.7854 2.6960 0.6610
H 1.9505 7.2914 4.7565
H -6.1482 -0.9204 5.3318
H 0.1833 0.7620 -0.5741
H -3.2156 -3.6706 3.8362
H 2.7394 1.0388 -2.1113
H 6.4708 0.3877 0.0582
H 6.0173 -1.6185 -1.3646
H -2.1649 1.0768 4.1415
H -3.4548 -2.5357 6.0518
H -4.8629 -0.9924 -0.7293
H 1.2724 3.2587 -0.3011
H -5.6367 -2.6430 -2.4183
H 0.8854 -1.3206 -5.9555
H 4.7107 1.1111 1.6818
H -9.7711 -3.8188 6.8269
H -2.9085 -0.1007 6.2050
H -3.1144 -0.6580 -5.2683
H 8.4561 -2.6951 -8.0497
H 4.2549 -0.3895 -3.4707
H 3.8451 -2.7920 -1.1058
H 2.6014 -0.1863 1.8076
H 3.5127 6.8764 4.9781
H 0.6061 1.2252 4.8030
H 2.1124 1.7719 0.1046
H -7.7458 -4.8684 5.8050
H -0.6238 3.1987 -1.9700
H -0.2515 1.0217 1.0911
*
```

As for the lowest unoccupied orbital energy: 0.570 eV. As for the total energy: -2121.393073 Ha. The value obtained for the largest force on an atom is 1.0 eV/A.